Here is a 8-piece molecular cluster, C14H42BF4O7 overall at a distorted geometry from the OMol25 dataset. Energies are from wB97M-V/def2-TZVPD.

Summary:
Orbital gap (eV): 9.84
E_HOMO (eV): -7.51
LUMO energy (eV): 2.325
ΔE to the lowest compared entry with this formula, charge and spin (kcal per mole): 70.3
E_tot (eV): -41082.521

Structure (ORCA input):
```
! RIJCOSX wB97M-V def2-TZVPD def2/J DEFGRID3
* xyz -1 1
B 1.0303 17.2014 19.3791
F 1.7153 18.0271 18.5687
F 0.3725 17.9120 20.3048
F 0.1521 16.4981 18.5454
F 1.7758 16.1744 19.9168
C 3.0317 16.8201 26.6889
C 3.1168 16.9556 25.2431
O 2.0436 16.0840 24.7723
H 2.1227 17.3257 27.0150
H 3.8182 17.3772 27.1979
H 2.9861 15.7639 26.9547
H 4.1359 16.8420 24.8736
H 2.9219 18.0191 25.1052
H 2.2064 16.2248 23.8368
C 5.5510 17.0601 13.6005
C 4.0404 17.1116 13.3490
O 3.3538 16.3061 14.2766
H 6.0933 17.4463 12.7374
H 5.8345 16.0080 13.5741
H 5.8354 17.4939 14.5592
H 3.7730 16.6140 12.4168
H 3.8227 18.1771 13.4231
H 3.3408 16.7854 15.1082
C -1.9623 19.7187 24.4985
C -2.2279 20.8513 23.4646
O -1.0490 21.1809 22.8081
H -1.8856 18.7878 23.9366
H -2.8270 19.5251 25.1333
H -1.1098 19.9541 25.1356
H -2.4643 21.7867 23.9720
H -2.9884 20.5337 22.7512
H -0.7922 20.3700 22.3631
C 7.0516 13.6326 19.8588
C 7.2590 14.1746 18.4853
O 6.7407 13.2294 17.5669
H 7.5523 12.7015 20.1242
H 6.0080 13.5771 20.1685
H 7.5250 14.2426 20.6281
H 8.3153 14.3881 18.3219
H 6.8419 15.1689 18.3251
H 7.4751 12.8177 17.1057
C 6.7901 21.2947 21.5900
C 6.3774 20.1527 20.6523
O 7.5590 19.8326 19.8910
H 7.6211 21.0201 22.2398
H 5.8718 21.6215 22.0779
H 7.1737 22.1930 21.1062
H 5.5353 20.3826 19.9996
H 6.0966 19.2613 21.2133
H 8.1607 19.4269 20.5195
C -2.5919 13.1400 12.3901
C -2.1379 14.1936 13.3626
O -2.1456 13.5100 14.5643
H -3.5905 12.7246 12.5259
H -1.7639 12.4316 12.3651
H -2.6012 13.5330 11.3734
H -2.9197 14.9529 13.3855
H -1.1917 14.6813 13.1279
H -2.1071 14.2222 15.2069
C -1.7719 21.2587 16.1333
C -2.5614 19.9277 15.9043
O -2.9861 19.4744 17.1844
H -1.3722 21.6087 15.1816
H -0.8806 21.1099 16.7429
H -2.3799 21.9798 16.6797
H -1.8929 19.2289 15.4014
H -3.2974 20.0691 15.1128
H -2.2734 19.0127 17.6321
*
```

Here are the Löwdin charges for atoms 1 to 8, given in e:
1. B -1.4621
2. F 0.1441
3. F 0.1539
4. F 0.0657
5. F 0.1038
6. C -0.1342
7. C -0.3406
8. O -0.0603

---

Here is a 7-piece molecular cluster, C14H42ClN6O10 overall at a distorted geometry from the OMol25 dataset. Energies are from wB97M-V/def2-TZVPD.

Summary:
Orbital gap (eV): 8.41
E_HOMO (eV): -5.81
LUMO energy (eV): 2.598
E_tot (eV): -57132.076

Structure (ORCA input):
```
! RIJCOSX wB97M-V def2-TZVPD def2/J DEFGRID3
* xyz -1 1
Cl 0.0555 0.5041 -1.0660
O 0.7344 -0.7428 -1.1976
O -0.5857 0.8521 -2.3179
O -0.9336 0.5247 -0.0214
O 1.0163 1.5385 -0.7292
C -4.4250 -1.4887 -3.0679
C -3.7217 -0.1901 -2.6999
O -4.7547 0.8064 -2.5869
H -5.3327 -1.3266 -3.6574
H -4.9023 -1.8236 -2.1386
H -3.8582 -2.2278 -3.6299
H -3.0793 0.0373 -3.5570
H -3.1630 -0.1307 -1.7686
H -4.2417 1.6268 -2.7228
C 1.5586 -1.0202 -4.5220
C 2.8833 -1.0453 -5.3163
O 3.0995 -2.3241 -5.8653
H 1.4752 -1.8956 -3.8784
H 0.7127 -1.1040 -5.2107
H 1.3748 -0.1091 -3.9545
H 3.6637 -0.6958 -4.6326
H 2.8436 -0.3170 -6.1259
H 3.4316 -2.9296 -5.1993
C -2.4996 3.5279 -3.6926
O -3.5418 3.1721 -3.1201
N -2.4907 4.6853 -4.4180
N -1.3957 2.7405 -3.7812
H -3.3222 5.2385 -4.3358
H -1.8094 4.7519 -5.1484
H -1.1780 2.1108 -3.0184
H -0.7867 2.9971 -4.5317
C -0.4011 3.7258 2.6967
O -0.0162 3.0954 3.6769
N -0.5882 3.1788 1.4719
N -0.5527 5.0771 2.7157
H -0.7496 3.6273 0.5898
H -0.2160 2.2527 1.3105
H -0.3960 5.5634 3.5790
H -0.9409 5.5881 1.9488
C 2.4081 0.8031 2.1648
C 3.1606 1.0243 3.4601
C 4.6694 0.8999 3.3694
O 5.2074 0.9234 4.7063
C 6.5793 0.6057 4.6564
N 2.8041 2.3982 3.8580
H 2.6245 -0.1813 1.7154
H 2.6993 1.4784 1.3633
H 1.3274 0.7175 2.2623
H 2.8296 0.4372 4.3257
H 5.0889 1.7733 2.8654
H 4.8796 -0.0603 2.8946
H 7.1328 1.4738 4.2698
H 6.7727 -0.2555 4.0140
H 7.0299 0.4669 5.6396
H 1.8453 2.5360 4.1631
H 3.4322 2.8574 4.5031
C -2.2191 -3.8360 3.7612
C -1.5384 -3.2665 2.5341
C -2.0344 -3.6828 1.1511
O -1.8147 -5.0998 1.0494
C -2.1508 -5.6344 -0.1991
N -1.4468 -1.7964 2.5605
H -3.2276 -3.4230 3.8135
H -1.6420 -3.6395 4.6646
H -2.1740 -4.9241 3.6869
H -0.4918 -3.5833 2.5855
H -1.3821 -3.2115 0.4093
H -3.0656 -3.4100 0.9025
H -3.2407 -5.6103 -0.3254
H -1.8501 -6.6847 -0.2209
H -1.6435 -5.1577 -1.0453
H -1.1901 -1.4408 1.6429
H -2.3459 -1.3484 2.7209
*
```

Here are the Löwdin charges for atoms 1 to 8, given in e:
1. Cl 0.6605
2. O -0.3328
3. O -0.3872
4. O -0.3576
5. O -0.3645
6. C -0.0987
7. C -0.3144
8. O -0.1189

---

Here is a 3-piece molecular cluster, C14H42N7O5P3 overall at a distorted geometry from the OMol25 dataset. Energies are from wB97M-V/def2-TZVPD.

Summary:
Orbital gap (eV): 5.94
E_HOMO (eV): -7.40
LUMO energy (eV): -1.459
SMILES string: CN(C)P(=O)(N(C)C)N(C)C.CN(C)P(=O)(N(C)C)N(C)C.COC(=O)O[PH2]=N
ΔE to the lowest compared entry with this formula, charge and spin (kcal per mole): 196.8
E_tot (eV): -63721.642

Structure (ORCA input):
```
! RIJCOSX wB97M-V def2-TZVPD def2/J DEFGRID3
* xyz 0 1
C -3.4312 1.3351 -3.4013
N -3.1881 0.9297 -4.7679
C -2.6539 2.0353 -5.5536
P -2.9270 -0.6082 -5.3916
O -1.4199 -0.6159 -5.0372
N -3.3025 -1.9496 -4.4160
C -3.7785 -1.9113 -3.0479
C -2.3355 -3.0564 -4.5185
N -4.6598 -0.5993 -5.7990
C -4.8488 -0.4117 -7.2402
C -5.7603 0.0373 -5.0951
H -4.0796 2.2202 -3.3922
H -2.5065 1.5776 -2.8731
H -3.9737 0.5946 -2.8188
H -3.4034 2.3828 -6.2692
H -1.7659 1.7354 -6.1199
H -2.3555 2.8975 -4.9394
H -3.1080 -1.3403 -2.3999
H -3.8618 -2.9169 -2.6155
H -4.7907 -1.5150 -2.9797
H -1.4712 -2.8973 -3.8617
H -1.9704 -3.1621 -5.5464
H -2.7997 -4.0132 -4.2568
H -4.7309 0.6390 -7.5218
H -5.8374 -0.7553 -7.5635
H -4.1109 -0.9952 -7.8015
H -5.8220 1.1118 -5.3010
H -5.7262 -0.0919 -4.0134
H -6.7075 -0.4017 -5.4052
C 1.8307 1.3184 3.0987
N 2.4610 0.4446 4.0632
C 2.7710 -0.8506 3.4706
P 3.3107 0.8362 5.4585
O 4.6395 1.0976 4.7080
N 3.1831 2.4203 6.0639
C 2.4511 3.5152 5.4595
C 4.4471 2.9670 6.5872
N 1.7831 0.5357 6.3213
C 1.8423 -0.7376 7.0447
C 0.4198 0.7543 5.8681
H 0.9506 0.8196 2.6737
H 2.5054 1.5854 2.2824
H 1.4402 2.2351 3.5335
H 2.1125 -1.6189 3.8838
H 3.8039 -1.1510 3.6756
H 2.6534 -0.8649 2.3770
H 2.7629 3.6917 4.4266
H 2.6001 4.4567 6.0041
H 1.3742 3.3583 5.5028
H 5.0656 3.3884 5.7851
H 5.0280 2.1894 7.0960
H 4.2622 3.7493 7.3311
H 1.6807 -1.5842 6.3706
H 1.0982 -0.7781 7.8475
H 2.8236 -0.8647 7.5148
H 0.0686 -0.0413 5.2013
H 0.2717 1.7053 5.3566
H -0.2588 0.7795 6.7195
C 4.9559 -1.3993 -0.8151
O 4.2055 -2.5010 -0.1266
C 3.2610 -3.1440 -1.0534
O 3.7763 -3.5982 -2.2262
O 1.8307 -3.3949 -0.8187
P 0.9027 -1.9235 -0.7272
N 1.7660 -0.6412 -0.2481
H 4.4247 -1.0932 -1.8253
H 4.9635 -0.4886 -0.0615
H 6.0666 -1.7580 -1.0444
H 0.3052 -1.5535 -2.0184
H -0.2009 -2.1917 0.1901
H 1.6872 0.0752 -1.0037
*
```

Here are the Löwdin charges for atoms 1 to 8, given in e:
1. C -0.1259
2. N -0.3484
3. C -0.1151
4. P 0.7411
5. O -0.2962
6. N -0.3291
7. C -0.1371
8. C -0.1500